Molecular formula: C4H37N2O13
Method: DFT, ωB97M-V/def2-TZVPD

The net charge is +1. The calculation puts the energy above the lowest of the compared OMol25 structures with the same formula, charge and spin at 207.6 kJ/mol.

Last columns: bonded neighbours and bond lengths (Å).
Atoms and positions in Å:
1 C -0.77162 1.73839 -0.09169  C2 1.515, N6 1.523, H7 1.093, H8 1.080
2 C 0.53168 2.39157 -0.50294  C1 1.515, C3 1.573, H9 1.094, H10 1.101
3 C 0.35209 3.41250 -1.68604  C2 1.573, N5 1.448, H11 1.085, H12 1.069
4 C 0.07312 2.01080 -3.53752  N5 1.268, H13 1.128, H14 1.084
5 N -0.46339 2.82693 -2.72919  C3 1.448, C4 1.268
6 N -1.09933 0.53551 -0.96680  C1 1.523, H15 1.075, H16 1.026, H17 1.024
7 H -1.51356 2.49217 -0.36606  C1 1.093
8 H -0.76518 1.31284 0.90045  C1 1.080
9 H 0.86587 3.01165 0.33455  C2 1.094
10 H 1.28000 1.70743 -0.93190  C2 1.101
11 H -0.03508 4.33756 -1.27084  C3 1.085
12 H 1.33856 3.69127 -1.98916  C3 1.069
13 H 1.10249 1.58088 -3.37330  C4 1.128
14 H -0.39466 1.56755 -4.40963  C4 1.084
15 H -1.79843 -0.11894 -0.47900  N6 1.075
16 H -1.58980 0.83180 -1.81800  N6 1.026
17 H -0.23458 0.02920 -1.17670  N6 1.024
18 H -3.34206 -0.94823 0.93839  O20 0.974
19 H -3.43866 0.56227 1.10296  O20 0.983
20 O -3.26981 -0.12566 0.42182  H18 0.974, H19 0.983
21 H 1.28940 -1.60545 -1.34432  O23 0.989
22 H 0.34701 -2.14878 -2.39893  O23 0.979
23 O 0.99939 -1.43011 -2.27303  H21 0.989, H22 0.979
24 H 4.37009 -2.02290 1.21642  O26 0.959
25 H 4.53738 -1.28152 -0.20676  O26 0.961
26 O 3.93693 -1.61015 0.46754  H24 0.959, H25 0.961
27 H -2.25924 1.34875 2.74862  O29 0.961
28 H -3.02903 2.52779 2.04625  O29 0.968
29 O -3.12462 1.66775 2.47975  H27 0.961, H28 0.968
30 H -0.27469 0.40008 2.99465  O32 1.028
31 H -1.18047 -0.63920 3.43587  O32 0.965
32 O -0.99981 -0.20684 2.59249  H30 1.028, H31 0.965
33 H -1.83598 -2.09681 -2.55455  O35 0.974
34 H -2.40508 -1.34248 -3.71388  O35 0.964
35 O -2.06248 -1.18916 -2.82554  H33 0.974, H34 0.964
36 H 0.28646 1.94590 4.67108  O38 0.968
37 H 0.71891 2.41229 3.29326  O38 0.967
38 O 0.22520 1.70827 3.73475  H36 0.968, H37 0.967
39 H 0.73683 -1.06915 1.70694  O41 0.971
40 H 2.05354 -1.40808 0.97347  O41 0.973
41 O 1.42114 -0.68562 1.13391  H39 0.971, H40 0.973
42 H -0.99779 -4.30951 -2.20691  O44 0.965
43 H -1.46722 -3.81094 -0.84481  O44 0.970
44 O -1.03892 -3.51321 -1.66261  H42 0.965, H43 0.970
45 H -1.87101 -3.45686 1.62027  O47 0.978
46 H -1.83562 -2.36511 0.61021  O47 0.965
47 O -2.40813 -3.09027 0.89003  H45 0.978, H46 0.965
48 H 3.80545 0.87756 -2.29393  O50 0.988
49 H 3.03505 -0.16280 -2.44871  O50 0.987
50 O 3.81229 -0.00980 -1.86031  H48 0.988, H49 0.987
51 H 3.15836 1.15437 0.00734  O53 0.960
52 H 3.02937 0.26018 1.25736  O53 0.968
53 O 3.50860 1.01724 0.89022  H51 0.960, H52 0.968
54 H -0.21759 -3.70236 3.12434  O56 0.966
55 H -0.54124 -2.17109 3.52430  O56 0.952
56 O -0.55009 -2.83945 2.84585  H54 0.966, H55 0.952